Entry 1:
A structure of composition C23H37As3MnN, computed with wB97M-V/def2-TZVPD.

The geometry in XYZ format:
```
65
Properties=species:S:1:pos:R:3:forces:R:3:mulliken_spin:R:1
Mn 0.208373 -0.084305 0.038796 -0.3784 0.0388 -0.3457 4.900
N -0.435797 1.236254 1.698459 0.1430 -0.0295 -0.0428 0.069
C -0.795925 0.631615 2.989572 -0.0063 -0.0479 -0.0063 -0.013
C -1.546405 1.429608 3.845326 -0.0314 0.0146 0.0085 -0.001
C -1.991809 0.953979 5.063176 0.0109 -0.0268 -0.0036 0.003
C -1.685358 -0.350987 5.417979 0.0028 0.0177 -0.0106 -0.001
C -0.931512 -1.136492 4.567105 -0.0098 0.0107 0.0164 0.003
C -0.443399 -0.675003 3.336112 0.0100 0.0690 -0.0612 0.007
C 0.385251 -1.632184 2.534559 0.0488 -0.1200 0.0978 -0.106
C 1.255501 -2.456276 3.260137 -0.0355 0.0204 0.0559 0.001
C 1.953722 -3.484614 2.652802 0.0051 -0.0072 -0.0245 0.023
C 1.781745 -3.718215 1.297333 -0.0356 0.0054 -0.0227 0.008
C 0.968297 -2.864046 0.565952 -0.0551 -0.0735 0.0192 0.015
C 0.260580 -1.795424 1.140378 0.1747 0.0888 0.0141 -0.005
H -1.301386 1.607231 1.311810 0.0347 0.0666 -0.0164 -0.006
H 0.142312 2.058187 1.861691 0.0538 -0.0483 0.0741 0.015
H -1.787369 2.443153 3.542323 0.0043 0.0003 -0.0010 0.001
H -2.579092 1.585729 5.714937 0.0040 0.0034 0.0020 0.000
H -2.039730 -0.761183 6.353907 -0.0025 -0.0027 -0.0016 0.000
H -0.725564 -2.159971 4.847685 -0.0010 -0.0042 -0.0049 0.000
H 1.397149 -2.285581 4.320193 -0.0080 0.0005 -0.0009 -0.001
H 2.620282 -4.103656 3.238745 -0.0028 -0.0046 0.0003 0.002
H 2.288534 -4.544275 0.813800 0.0057 0.0020 0.0024 -0.002
H 0.862838 -3.053327 -0.498701 0.0226 0.0231 -0.0173 0.013
C 2.259889 -1.980883 -2.992920 -0.0375 0.0095 0.0397 0.004
As 2.090289 -0.379613 -1.899273 0.1418 0.0898 0.1938 0.007
C 3.858979 -0.365276 -1.085705 0.0240 -0.0070 -0.0053 -0.005
C 2.335197 1.051609 -3.218778 -0.0826 0.0034 -0.0112 0.030
C 1.107592 1.569627 -4.003588 0.0338 -0.0149 0.0222 -0.022
C 0.286371 0.407799 -4.558582 0.0509 0.0453 0.0415 0.011
C 0.247266 2.482054 -3.115046 0.0082 -0.0052 0.0475 0.031
As -0.936463 1.724091 -1.739380 -0.0622 0.0077 -0.0524 0.002
C -2.555804 1.310753 -2.739788 0.0329 -0.0148 -0.0020 0.006
C -1.477295 3.435889 -0.970106 -0.0189 -0.0569 0.0527 0.007
C 1.686543 2.440061 -5.140370 -0.0465 0.0212 -0.0477 0.000
As 0.684979 3.220074 -6.684822 0.0028 -0.0231 0.0320 0.000
C 0.407954 1.599914 -7.759105 -0.0023 0.0083 0.0001 0.000
C -1.179738 3.432786 -6.088114 0.0163 -0.0028 -0.0001 0.000
H 3.184040 -1.916232 -3.566578 -0.0046 0.0188 -0.0072 0.000
H 1.417147 -2.083910 -3.671099 -0.0126 -0.0073 0.0138 0.001
H 2.302447 -2.851480 -2.341786 0.0135 0.0075 0.0125 0.001
H 4.615589 -0.082232 -1.816631 -0.0095 -0.0249 -0.0198 -0.001
H 4.075808 -1.364119 -0.709940 -0.0213 0.0070 0.0330 0.002
H 3.882544 0.332346 -0.250911 0.0278 0.0201 -0.0150 -0.001
H 3.089548 0.672184 -3.912609 -0.0278 -0.0166 -0.0252 0.003
H 2.798538 1.882444 -2.679229 0.0203 -0.0070 -0.0083 0.002
H -0.058542 -0.250878 -3.754446 -0.0192 -0.0167 -0.0149 -0.004
H 0.876574 -0.190022 -5.255089 -0.0054 -0.0152 0.0029 0.001
H -0.593278 0.770475 -5.087196 0.0000 -0.0254 -0.0101 0.001
H -0.422360 3.079835 -3.732720 0.0113 -0.0115 -0.0230 0.000
H 0.896356 3.186818 -2.586802 -0.0156 0.0023 0.0163 -0.001
H -2.761644 2.098784 -3.463554 0.0161 0.0122 0.0082 0.001
H -3.387487 1.240551 -2.040116 0.0076 -0.0140 0.0051 0.000
H -2.451661 0.358725 -3.254964 -0.0050 0.0020 -0.0040 -0.002
H -1.727790 4.133858 -1.768224 -0.0013 -0.0090 -0.0096 0.000
H -0.666061 3.855532 -0.376228 0.0031 0.0097 -0.0080 0.000
H -2.354086 3.304656 -0.336107 0.0041 -0.0071 0.0021 0.001
H 2.461752 1.866930 -5.659327 0.0066 0.0036 0.0018 -0.001
H 2.204766 3.291157 -4.689211 0.0007 -0.0015 0.0013 0.001
H 1.371414 1.130716 -7.957560 0.0017 0.0034 0.0019 0.000
H -0.017352 1.903847 -8.714872 0.0007 0.0037 0.0017 0.000
H -0.258419 0.875840 -7.295352 -0.0033 -0.0039 0.0088 0.000
H -1.269023 4.259536 -5.383909 -0.0024 0.0040 -0.0062 0.000
H -1.618701 2.530208 -5.664158 -0.0001 0.0106 0.0002 0.000
H -1.746856 3.700614 -6.979835 -0.0001 -0.0018 -0.0005 0.000
```
Forces are in eV/Å.

Charge = +1
Orbital gap (spin up / spin down) = 8.03 / 7.86 eV
F_max = 0.010 Eh/bohr
LUMO level (spin up / spin down) = -2.5847 / -3.0100 eV
2S+1 = 6
E_HOMO (spin up / spin down) = -10.610 / -10.866 eV
Expectation value of S² = 8.76

Entry 2:
A structure of composition C23H37BrFeO3PSi2Te in a non-equilibrium geometry, computed with wB97M-V/def2-TZVPD.

The geometry in XYZ format:
```
69
Properties=species:S:1:pos:R:3:forces:R:3:mulliken_spin:R:1
Fe 0.040684 2.867595 1.489538 2.9365 -0.3906 -1.6499 3.776
O 1.826452 2.835702 0.816587 1.7588 0.9728 0.5130 0.163
C -3.723574 -4.447098 -2.026828 0.7547 -0.6851 0.1716 0.000
Si -1.881935 -3.759301 -1.943488 -1.8115 1.3798 -1.4525 0.000
C -1.891580 -2.340976 -3.310584 0.0834 -0.4647 -0.9045 0.000
C -0.717992 -4.998912 -2.753460 0.9238 0.4030 -0.9272 0.000
C -1.561812 -2.730447 -0.405664 0.5048 0.0891 -1.4784 0.000
Te 0.395702 -1.773177 -0.996109 -0.9342 -0.8882 2.2282 -0.001
C 1.161003 -2.886704 0.792198 1.7210 -0.6296 -1.5499 0.000
Si 2.645954 -3.868737 -0.058197 1.2262 -0.0661 2.8593 0.000
C 3.764155 -4.765309 1.117746 -0.1933 0.4485 -0.8279 0.000
C 2.481660 -4.701849 -1.728101 -0.0267 -1.4904 -0.3252 0.000
C 3.560886 -2.301689 -0.569450 2.0343 0.7859 -1.1280 0.000
H -3.980229 -4.686620 -3.086873 0.2391 0.0023 0.7477 0.000
H -4.462966 -3.717275 -1.676455 0.2327 -0.0371 0.0415 0.000
H -3.822754 -5.374521 -1.395376 -0.0539 0.7626 -0.6599 0.000
H -0.800988 -2.130189 -3.521638 -1.2314 0.1852 0.1205 0.000
H -2.494988 -1.406372 -3.176717 0.7651 -0.6339 0.4780 0.000
H -2.311995 -2.722461 -4.278743 0.3996 -0.0849 0.6596 0.000
H -1.172184 -5.246199 -3.749495 0.0619 0.0116 0.8834 0.000
H -0.403642 -5.923344 -2.248061 -0.3894 0.3062 -0.0584 0.000
H 0.241063 -4.463411 -3.037260 -1.2579 -0.4485 0.4329 0.000
H -1.368825 -3.244417 0.510995 0.0745 -0.0873 0.5069 0.000
H -2.338051 -1.964725 -0.299349 0.1569 -0.2193 -0.0131 0.000
H 0.476662 -3.468915 1.422978 -0.1501 0.6985 -0.3838 0.000
H 1.840833 -2.210629 1.322658 -0.7392 -0.0478 0.2925 0.000
H 3.863510 -5.066544 2.167592 -0.8617 0.1860 -0.3169 0.000
H 2.778516 3.141512 1.012065 -2.6560 -0.8625 -0.2828 0.011
H 4.798628 -4.605053 0.761102 -0.2212 -0.0941 -0.1297 0.000
H 2.783265 -4.058514 -2.544985 0.0382 0.3190 -0.2143 0.000
H 1.532523 -5.168020 -2.031174 0.6322 0.0704 0.5030 0.000
H 3.238338 -5.523246 -1.645386 -0.5546 0.5562 -0.1098 0.000
H 3.427988 -1.343110 -0.015290 0.0603 -0.7063 -0.2676 0.000
H 3.662204 -2.091889 -1.646539 -1.1177 0.3997 -0.1521 0.000
H 4.643626 -2.568264 -0.525500 -0.4010 0.0530 0.9565 0.000
Br 0.476177 -1.712192 7.494061 0.1817 -0.6895 0.4635 0.000
C 0.617672 0.003495 6.809181 -0.3566 1.2139 -0.0931 -0.001
C 1.409202 0.990377 7.363440 0.4678 1.0214 -0.1302 0.003
C 1.308357 2.334602 6.935163 -0.8232 -1.1976 0.0972 -0.001
C 0.565412 2.599049 5.824221 -1.0888 -1.1119 -1.6846 0.001
C -0.068759 1.538687 5.058919 1.7769 1.5719 2.7126 0.004
C -0.183139 0.315814 5.726739 -0.1584 0.9197 -1.7145 0.000
C -0.177788 1.902228 3.638561 -0.5004 -0.0670 -1.6650 -0.031
O 0.049844 1.041274 2.715593 -1.0884 2.1159 1.7650 0.026
O -0.363375 3.195842 3.352829 -0.3659 -2.3389 0.8309 0.057
H 2.169067 0.813409 8.091398 0.0213 -0.5682 0.6937 0.000
H 1.707391 3.152688 7.498751 0.5706 0.0717 0.2236 0.000
H 0.397562 3.570252 5.396975 0.4464 0.3924 0.1092 0.001
H -0.933197 -0.319848 5.329038 -0.0509 -1.2200 -0.2984 0.000
C -0.705012 5.883693 -0.457770 1.0803 -0.1524 -0.1959 0.005
P -0.734220 4.032027 -0.457611 -0.9496 -0.1755 0.7906 -0.024
C -2.457082 3.656342 0.159788 0.7916 -0.2938 0.9909 0.003
C -0.855535 3.767188 -2.226095 -0.0741 -0.5848 -2.0174 0.007
C -1.905129 4.480823 -2.867678 1.4787 0.5670 -1.5194 -0.001
C -1.680255 4.956466 -4.178661 -1.1297 -0.9901 -0.9585 0.002
C -0.638412 4.380764 -4.947635 -0.9951 0.4924 0.5266 -0.001
C 0.224595 3.441697 -4.385982 0.2046 -0.3121 -1.5486 0.001
C 0.157166 3.126990 -3.042399 -1.4049 1.0241 1.4959 0.003
H -0.186793 6.217734 -1.381038 -0.0060 -0.1943 0.7028 -0.003
H -0.112940 6.143215 0.434839 -0.3297 0.3614 -0.3936 0.000
H -1.671749 6.379386 -0.476674 -0.2191 -0.2122 0.2289 -0.001
H -2.993122 4.596722 0.169177 -0.4695 -0.0720 0.4350 -0.001
H -2.433788 3.098147 1.171120 -0.2802 1.1309 -1.5020 0.004
H -2.858031 3.005781 -0.586784 -0.6020 -0.5763 -0.2758 -0.003
H -2.878692 4.679909 -2.447304 0.2025 0.3718 0.7186 0.000
H -2.470494 5.576671 -4.737669 1.2724 -0.9613 1.1091 0.000
H -0.662520 4.560476 -6.026865 0.4260 0.1089 0.4308 0.000
H 0.899521 2.943976 -5.125085 -0.4122 0.2308 1.1497 0.000
H 0.757908 2.359440 -2.567254 0.3799 0.3299 -0.0402 -0.001
```
Forces are in eV/Å.

Charge = -1
Orbital gap (spin up / spin down) = 3.20 / 3.22 eV
F_max = 0.070 Eh/bohr
LUMO level (spin up / spin down) = 1.7485 / 1.7641 eV
2S+1 = 5
E_HOMO (spin up / spin down) = -1.452 / -1.452 eV
Expectation value of S² = 6.02